No. 1
{
  "formula": "LiN4O20S2Sr2",
  "method": "wB97M-V/def2-TZVPD",
  "elements": ["Sr", "Sr", "Li", "N", "O", "O", "O", "N", "O", "O", "O", "N", "O", "O", "O", "N", "O", "O", "O", "S", "O", "O", "O", "O", "S", "O", "O", "O", "O"],
  "coordinates": [[2.468, -0.962, -2.431], [-0.581, 2.237, 2.071], [-1.652, -2.985, -0.708], [-0.680, -0.684, -0.267], [-1.880, -1.026, -0.183], [0.231, -1.478, -0.564], [-0.514, 0.503, -0.131], [1.256, -4.177, -1.927], [0.109, -4.080, -1.668], [1.934, -5.194, -1.671], [1.837, -3.318, -2.604], [3.398, -1.721, 1.092], [2.478, -2.506, 1.073], [3.597, -1.273, 0.034], [4.066, -1.454, 2.104], [-3.892, -0.089, 1.477], [-4.566, -0.522, 0.588], [-3.094, 0.960, 1.183], [-3.830, -0.617, 2.534], [2.395, 1.683, 0.135], [1.888, 1.281, 1.480], [2.008, 3.069, -0.143], [3.787, 1.631, 0.276], [2.000, 0.891, -1.030], [-2.540, 3.899, -0.142], [-2.810, 4.723, 1.021], [-1.226, 3.142, -0.037], [-3.733, 3.151, -0.392], [-2.453, 4.915, -1.171]],
  "forces_ev_per_angstrom": [[-0.747, 0.728, 3.730], [-0.346, -0.378, -3.332], [0.996, 1.129, 0.191], [-1.028, 2.743, -0.226], [-0.767, -3.713, -0.407], [0.128, -1.266, -0.637], [1.513, 0.782, 0.641], [3.810, -3.107, -0.551], [-4.260, 0.290, 1.160], [-0.788, 0.175, 0.494], [0.773, 2.642, -1.418], [-0.910, -1.981, 3.725], [-2.786, -3.116, 2.526], [3.656, 4.365, -7.309], [0.218, -0.009, 0.066], [3.922, 4.576, -3.144], [-2.105, -0.957, -1.999], [-1.536, -2.078, 1.875], [0.166, -1.654, 4.424], [-0.422, 4.118, 1.546], [-2.683, -0.732, 0.385], [-1.197, 0.319, 0.185], [5.253, -0.752, -0.231], [-0.912, -2.751, -2.594], [-0.857, 2.234, -1.753], [0.968, 0.438, 4.972], [-0.660, -0.243, 1.155], [-1.008, -2.794, -0.493], [1.609, 0.992, -2.981]],
  "mulliken_charge": [2.034, 1.678, 0.914, 1.127, -0.803, -0.715, -0.414, 0.945, -0.613, -0.626, -0.795, 0.991, -0.698, -0.579, -0.716, 0.919, -0.639, -0.432, -0.741, 1.120, -0.770, -0.776, -0.744, -0.761, 1.007, -0.837, -0.558, -0.700, -0.819],
  "total_charge": -3,
  "fmax_ev_per_a": 9.3,
  "e_tot_ev": -70445.54582,
  "spin_multiplicity": 1
}

No. 2
{
  "formula": "N3O3",
  "method": "wB97M-V/def2-TZVPD",
  "elements": ["N", "N", "N", "O", "O", "O"],
  "coordinates": [[-1.336, -0.540, -0.731], [1.660, 0.241, 0.012], [-1.396, -0.103, 0.276], [1.037, 1.026, -0.785], [1.499, -1.005, -0.095], [-1.463, 0.381, 1.323]],
  "forces_ev_per_angstrom": [[-0.149, -0.955, -1.780], [-0.100, 0.445, -0.210], [0.033, -0.354, -1.145], [0.625, -1.624, 0.752], [-0.306, 1.275, -0.472], [-0.102, 1.213, 2.855]],
  "nbo_charge": [-0.062, 0.210, 0.437, -0.613, -0.587, -0.385],
  "total_charge": -1,
  "fmax_ev_per_a": 3.1,
  "e_tot_ev": -10609.62004,
  "spin_multiplicity": 1
}

No. 3
{
  "formula": "N3O3",
  "method": "wB97M-V/def2-TZVPD",
  "elements": ["N", "N", "N", "O", "O", "O"],
  "coordinates": [[0.117, -1.337, 0.862], [-0.765, 0.988, 0.370], [0.673, -1.206, -0.100], [-1.446, 2.032, 0.486], [0.060, 0.904, -0.585], [1.360, -1.382, -1.034]],
  "forces_ev_per_angstrom": [[0.027, -0.062, -0.031], [-0.200, 0.743, -0.251], [-0.690, -1.195, 2.047], [0.738, -0.602, -0.469], [-0.936, 0.940, 0.504], [1.060, 0.177, -1.799]],
  "nbo_charge": [-0.122, 0.241, 0.445, -0.561, -0.593, -0.410],
  "total_charge": -1,
  "fmax_ev_per_a": 2.5,
  "e_tot_ev": -10609.45569,
  "spin_multiplicity": 1
}

Question: What is the formula in the first record?
Answer: LiN4O20S2Sr2